No. 1
{
  "formula": "C3H11NO3",
  "method": "ωB97M-V/def2-TZVPD",
  "elements": ["C", "N", "C", "C", "O", "H", "H", "H", "H", "H", "H", "H", "H", "H", "O", "H", "H", "O"],
  "positions_angstrom": [[2.262, 0.408, 0.225], [0.841, 0.210, -0.157], [0.629, -0.412, -1.448], [-0.820, -0.797, -1.681], [-1.778, -0.057, -1.239], [2.654, -0.501, 0.685], [2.862, 0.626, -0.666], [2.313, 1.221, 0.945], [0.476, 1.117, 0.068], [1.260, -1.299, -1.501], [0.884, 0.283, -2.283], [-1.042, -1.796, -2.093], [-0.506, -1.106, 2.569], [0.236, -0.925, 1.235], [0.163, -1.505, 2.030], [-1.522, 1.683, 2.265], [-1.208, 1.215, 0.926], [-1.452, 2.044, 1.389]],
  "gap_ev": [3.52, 6.95],
  "lumo_energy_ev": [3.6, 3.6],
  "energy_ev": -10920.539,
  "relative_energy_kcal_mol": 21.1,
  "multiplicity": 2,
  "e_homo_ha": [0.0042, -0.1223],
  "s2": 0.754,
  "total_charge": -1
}

---

No. 2
{
  "formula": "C3H11NO3",
  "method": "ωB97M-V/def2-TZVPD",
  "elements": ["O", "C", "C", "N", "C", "O", "H", "H", "H", "H", "H", "H", "H", "H", "H", "O", "H", "H"],
  "positions_angstrom": [[1.991, -0.170, 1.187], [1.647, -1.245, 0.335], [0.158, -1.312, -0.084], [-0.498, -0.053, 0.332], [-1.910, 0.032, 0.012], [-2.448, 1.017, 0.846], [2.107, 0.594, 0.650], [1.975, -2.169, 0.811], [2.228, -1.175, -0.595], [-0.339, -2.154, 0.424], [-0.015, -1.454, -1.147], [-0.456, -0.071, 1.350], [-2.430, -0.933, 0.137], [-2.004, 0.254, -1.056], [-3.269, 1.316, 0.470], [1.112, 2.675, -0.866], [1.459, 2.997, -1.697], [0.691, 1.850, -1.109]],
  "gap_ev": 9.90,
  "lumo_energy_ev": 0.7,
  "energy_ev": -10920.957,
  "relative_energy_kcal_mol": 47.2,
  "e_homo_ha": -0.3379,
  "smiles": "OCCNCO.O"
}

---

No. 3
{
  "formula": "C3H11NO3",
  "method": "ωB97M-V/def2-TZVPD",
  "elements": ["C", "C", "N", "C", "H", "H", "H", "H", "H", "O", "H", "H", "O", "H", "H", "O", "H", "H"],
  "positions_angstrom": [[-2.230, -0.849, -0.918], [-2.122, -0.492, 0.346], [-1.105, -0.569, 1.306], [-0.175, -1.436, 1.280], [-1.425, -1.294, -1.477], [-3.104, -0.888, -1.499], [-2.970, -0.067, 0.890], [0.585, -1.400, 2.043], [-0.113, -2.331, 0.658], [1.248, 2.028, 1.740], [0.508, 1.399, 1.748], [1.939, 1.637, 2.279], [0.596, -0.250, -2.557], [0.664, 0.679, -2.829], [0.181, 0.001, -1.716], [2.175, 1.245, -0.686], [2.359, 1.861, 0.041], [2.988, 0.726, -0.648]],
  "gap_ev": 9.85,
  "lumo_energy_ev": 0.3,
  "energy_ev": -10920.005,
  "relative_energy_kcal_mol": 69.2,
  "e_homo_ha": -0.3508,
  "smiles": "C=CN=C.O.O.O"
}